Record 1
Molecular formula: BrH2OZn
Method: DFT, the ωB97M-V functional and the def2-TZVPD basis

Its energy above the lowest of the compared OMol25 structures with the same formula, charge and spin is 72.6 kcal per mole. As for the lowest unoccupied orbital energy: -0.3848 Eh. As for the total charge: +1. The value obtained for the molar mass is 163.31 Da. The HOMO-LUMO gap is 3.16 eV. As for the HOMO energy: -0.50095 Eh.

Last column: Mulliken charge in e.
Geometry (Å):
Zn -5.16 1.00 0.37  0.849
Br -2.29 -1.11 -0.97  0.151
O 2.71 -0.28 0.24  -0.622
H 1.84 -0.15 0.61  0.297
H 2.89 0.53 -0.25  0.325

Record 2
Molecular formula: BrH3NOP
Method: DFT, the ωB97M-V functional and the def2-TZVPD basis

Its energy above the lowest of the compared OMol25 structures with the same formula, charge and spin is 33.0 kcal per mole. As for the lowest unoccupied orbital energy: -0.0255 Eh. As for the total charge: 0. The value obtained for the molar mass is 143.91 Da. The HOMO-LUMO gap is 9.59 eV. As for the HOMO energy: -0.37797 Eh.

Last column: Mulliken charge in e.
Geometry (Å):
H 0.88 -0.10 1.23  0.274
N 0.84 0.92 1.23  -0.402
P 1.49 1.81 0.16  0.353
Br 3.19 0.75 -0.96  -0.221
O -2.25 -0.82 -0.34  -0.615
H -2.36 -1.70 -0.15  0.297
H -1.78 -0.87 -1.17  0.315